{"formula": "C13H22F6NO4P2SSiSn", "method": "ωB97M-V/def2-TZVPD", "species": ["Sn", "O", "N", "C", "C", "C", "C", "C", "S", "H", "H", "H", "H", "C", "O", "P", "O", "C", "O", "C", "H", "H", "H", "H", "H", "H", "H", "H", "H", "C", "Si", "C", "C", "C", "C", "H", "H", "H", "H", "H", "H", "H", "H", "H", "F", "P", "F", "F", "F", "F", "F"], "xyz": [[0.3180, 1.1250, 0.5869], [0.7181, 3.1580, 0.3961], [-0.0206, 4.2540, 0.2625], [0.6560, 5.3970, 0.2859], [-0.0024, 6.6174, 0.1531], [-1.3749, 6.6477, -0.0011], [-2.0660, 5.4491, -0.0237], [-1.4028, 4.2137, 0.1009], [-2.2202, 2.7523, 0.0453], [1.7239, 5.2915, 0.4125], [0.5903, 7.5213, 0.1768], [-1.9008, 7.5872, -0.0988], [-3.1401, 5.4187, -0.1433], [0.7425, -5.8501, -0.6255], [1.1924, -4.6547, 0.0935], [0.6163, -3.2419, -0.1670], [0.9698, -2.7328, -1.5790], [2.2420, -2.9171, -2.2868], [1.1926, -2.3268, 0.9400], [2.1368, -2.6929, 2.0069], [1.5515, -6.5653, -0.5375], [0.5547, -5.6061, -1.6690], [-0.1573, -6.2150, -0.1397], [1.9738, -3.0533, -3.3276], [2.7528, -3.7959, -1.9003], [2.8393, -2.0256, -2.1420], [1.6914, -2.3446, 2.9322], [3.0662, -2.1777, 1.7930], [2.2708, -3.7687, 2.0240], [-4.5598, -4.0835, 1.7625], [-4.1832, -3.5405, 0.0329], [-4.8930, -1.8805, -0.3897], [-4.5440, -4.8391, -1.2377], [-2.2922, -3.3120, -0.0427], [-1.0858, -3.2022, -0.0991], [-5.6077, -4.3855, 1.8280], [-4.4023, -3.2723, 2.4755], [-3.9534, -4.9357, 2.0720], [-5.9831, -1.9597, -0.4137], [-4.5702, -1.5350, -1.3732], [-4.6407, -1.1194, 0.3510], [-5.6092, -5.0812, -1.2339], [-3.9983, -5.7650, -1.0496], [-4.2855, -4.4855, -2.2377], [1.7134, 0.6560, -0.9880], [3.4035, 0.7553, -0.3398], [2.5246, 0.8047, 1.1470], [3.9205, 0.6773, -1.8096], [4.7667, 0.8428, 0.3962], [3.3182, -0.8255, -0.2173], [3.2129, 2.3233, -0.4081]], "charge": 2, "e_lumo_ev": [-6.4, -9.5], "multiplicity": 2, "gap_ev": [9.10, 5.99], "total_energy_ha": -3047.81000}